# 1
ORCA calculation (ωB97M-V/def2-TZVPD) on a molecular structure, CH14Ba3O10.

Output
HOMO: -21.379 eV
E_LUMO: -13.5 eV
charge: +4
Kohn-Sham gap: 7.9162 eV
spin multiplicity: 1

Structure (XYZ):
```
28
Properties=species:S:1:pos:R:3:mulliken_charge:R:1
Ba 3.4239 -1.2914 -1.0000 1.8359
Ba -2.5104 1.6487 1.0500 1.8495
Ba -0.0226 -4.1977 -0.7247 1.8452
C 0.2426 -0.6222 -0.2839 0.9981
O -0.9970 -0.2775 -0.3116 -0.8642
O 0.5328 -1.8518 0.0798 -0.9032
O 1.1935 0.1299 -0.6698 -0.7396
O 1.4760 -2.5154 3.1217 -0.5748
H 0.6593 -2.5678 2.6141 0.2588
H 1.2783 -1.9291 3.8639 0.3205
O -2.1539 -0.3387 -2.8899 -0.5542
H -1.7635 -0.4640 -2.0178 0.2172
H -2.8682 0.2969 -2.7622 0.3127
O 2.9520 1.4737 1.4952 -0.6299
H 2.1075 1.3756 1.0408 0.3595
H 2.9559 2.3963 1.7879 0.3243
O 0.4266 1.7175 -2.8846 -0.6237
H 0.4559 1.1356 -2.1127 0.2975
H 0.6064 2.6033 -2.5451 0.2827
O -0.2363 2.8511 -0.0928 -0.5891
H 0.0667 3.6837 -0.4921 0.2877
H 0.1724 2.1503 -0.6314 0.1749
O -0.2180 0.8913 2.4821 -0.5715
H 0.1740 0.8213 3.3676 0.3008
H -0.1483 -0.0017 2.1135 0.2852
O -2.4589 -2.7158 -1.0685 -0.6354
H -3.1698 -2.5803 -1.7183 0.3689
H -2.1771 -1.8216 -0.8112 0.3663
```

# 2
ORCA calculation (ωB97M-V/def2-TZVPD) on 8 unconnected molecules or ions with the total composition CH14F3O10S.

Output
HOMO: -5.937 eV
E_LUMO: 2.5 eV
charge: -1
Kohn-Sham gap: 8.4597 eV
spin multiplicity: 1

Structure (XYZ):
```
29
Properties=species:S:1:pos:R:3:nbo_charge:R:1
C -2.7930 -17.8094 11.3332 0.7499
F -3.2762 -17.1968 10.3221 -0.3037
F -3.7674 -18.5458 11.8954 -0.3359
F -1.7208 -18.5469 11.0206 -0.3263
S -2.3336 -16.4860 12.7181 2.2481
O -1.8130 -17.2143 13.8838 -1.0088
O -1.3063 -15.5808 12.1766 -1.0100
O -3.5922 -15.7636 12.9971 -1.0123
O -7.9290 -16.5417 14.6304 -0.9478
H -7.0930 -16.2402 14.2748 0.4823
H -7.7032 -17.3083 15.1572 0.4653
O -0.2614 -19.4416 17.8634 -0.9467
H -0.4025 -19.1999 16.9480 0.4805
H -0.3087 -18.6131 18.3404 0.4661
O 2.8356 -20.2472 7.0718 -0.9346
H 2.6219 -20.0839 7.9904 0.4720
H 3.4094 -21.0131 7.0913 0.4627
O -4.4863 -10.8566 13.7442 -0.9429
H -4.2290 -11.7725 13.6388 0.4808
H -5.0376 -10.8507 14.5267 0.4619
O -1.3571 -13.4603 17.4963 -0.9457
H -1.1672 -14.0510 16.7674 0.4797
H -2.2992 -13.5511 17.6395 0.4657
O 0.9937 -12.9422 8.9775 -0.9451
H 0.9040 -12.1459 9.5010 0.4652
H 0.2636 -13.4955 9.2551 0.4797
O 4.9864 -14.7251 13.5464 -0.9409
H 4.0613 -14.7175 13.3007 0.4758
H 5.1351 -15.6045 13.8939 0.4652
```

# 3
ORCA calculation (ωB97M-V/def2-TZVPD) on 5 unconnected molecules or ions with the total composition CH14N2O4.

Output
HOMO: -9.176 eV
E_LUMO: 0.5 eV
charge: 0
Kohn-Sham gap: 9.6625 eV
spin multiplicity: 1

Structure (XYZ):
```
21
Properties=species:S:1:pos:R:3:nbo_charge:R:1
N -0.5931 1.9004 -0.0645 -0.8553
C -0.9396 2.8623 -1.1104 -0.0619
N -1.7660 2.4313 -2.2786 -0.8600
H -0.2598 1.0113 -0.3739 0.3699
H -1.4039 1.8347 0.6067 0.3491
H 0.0610 3.1516 -1.4847 0.1729
H -1.3798 3.7219 -0.6328 0.1830
H -2.7280 2.3251 -1.9221 0.3483
H -1.5291 1.4846 -2.5444 0.3606
O 2.5393 -5.3233 3.4876 -0.9413
H 3.0996 -4.6353 3.1173 0.4726
H 2.8162 -6.1477 3.0659 0.4688
O -2.2397 2.9245 -5.0719 -0.9727
H -1.3296 2.7040 -5.2739 0.4659
H -2.2921 3.2846 -4.1591 0.4970
O 1.8222 -2.6929 5.4033 -0.9362
H 2.3302 -3.4384 5.7526 0.4711
H 1.3153 -2.4063 6.1701 0.4651
O 0.7002 -0.8764 -0.9576 -0.9325
H 0.8073 -1.7534 -1.3534 0.4727
H -0.1485 -1.0496 -0.5193 0.4627
```

# 4
ORCA calculation (ωB97M-V/def2-TZVPD) on 5 unconnected molecules or ions with the total composition CH14N3O4.

Output
HOMO (spin up / spin down): -2.732 / -10.766 eV
E_LUMO (spin up / spin down): 0.5 / 0.3 eV
charge: 0
Kohn-Sham gap (spin up / spin down): 3.2140 / 11.0332 eV
spin multiplicity: 2

Structure (XYZ):
```
22
Properties=species:S:1:pos:R:3:lowdin_spin:R:1
N 1.5172 0.5648 1.8928 0.0411
C 1.3982 0.1032 0.6410 0.0628
N 1.9266 -1.0836 0.3256 0.0145
N 0.6416 0.7326 -0.2277 0.0304
H 0.9762 1.3730 2.1609 0.0302
H 2.2531 0.2075 2.4735 0.0065
H 1.8190 -1.3601 -0.6482 0.0021
H 2.1984 -1.7487 1.0276 0.0071
H 0.3184 0.2472 -1.0533 0.0070
H 0.1980 1.5970 0.0847 0.0182
H -1.7408 1.8930 1.3490 0.1170
H -1.6106 3.3680 0.8291 0.0372
O -1.1002 2.5651 1.0053 0.1688
H -0.1915 -1.8137 -2.2133 0.0111
H 1.1002 -1.6551 -3.0218 0.0051
O 0.7739 -1.7855 -2.1241 0.0219
H -2.1544 0.0756 -2.6251 0.0101
H -1.9870 -0.0752 -1.0222 0.0303
O -1.5530 0.0521 -1.8804 0.0587
H -2.8476 -1.7865 0.7698 0.0321
H -2.4327 -0.3871 1.4232 0.1095
O -2.1801 -1.0869 0.7840 0.1783
```

E list, top to bottom, in Ha: -874.13892, -1496.76108, -456.93351, -511.66381
Relative energy (zero: lowest compared OMol25 entry of this formula, charge and spin) list, top to bottom, in kJ/mol: 189.1, 171.7, 121.3, 0.0